Computed, not measured: C4H5NO in the gas phase, with ωB97M-V with the def2-TZVPD basis set.

Results
orbital gap = 10.69 eV
electronic energy = -7762.885 eV
ΔE to the lowest compared entry with this formula, charge and spin = 351.4 kJ/mol
SMILES string = C[C@@]1(C#N)CO1

Atoms and positions in Å:
C  -0.073  0.417  -1.179
C  0.015  -0.301  0.116
C  1.310  -0.971  0.374
N  2.287  -1.593  0.466
C  -0.816  0.230  1.313
O  -0.988  -1.041  0.720
H  -0.060  -0.329  -1.963
H  -0.993  0.999  -1.193
H  0.779  1.100  -1.311
H  0.165  0.574  1.589
H  -1.624  0.915  1.068

Cartesian forces, eV/Å:
-0.309 -0.249 -0.544
-0.185 -0.179 -0.811
1.069 -0.458 -0.064
-1.365 1.019 -0.035
0.770 0.615 -1.626
-0.028 -0.465 0.507
-0.021 0.118 -0.617
0.023 -0.097 -0.274
-0.249 -0.291 0.160
-0.155 -0.132 3.306
0.448 0.120 -0.002

***

Computed, not measured: a 9-piece molecular cluster, C17H49ClNO12 overall, with ωB97M-V with the def2-TZVPD basis set.

Results
orbital gap = 7.56 eV
electronic energy = -56995.194 eV
total charge = -1
ΔE to the lowest compared entry with this formula, charge and spin = 280.2 kJ/mol

Atoms and positions in Å:
Cl  -13.684  -6.716  -13.850
O  -13.254  -5.438  -14.387
O  -14.502  -6.491  -12.716
O  -14.467  -7.534  -14.759
O  -12.501  -7.412  -13.396
C  -5.244  -10.683  -9.004
C  -4.276  -9.964  -9.951
C  -4.765  -9.848  -11.401
C  -4.026  -8.852  -12.283
C  -4.106  -7.488  -11.620
C  -3.486  -7.443  -10.227
N  -4.092  -8.601  -9.419
O  -3.610  -8.591  -8.103
C  -1.950  -7.483  -10.313
C  -4.026  -6.147  -9.609
C  -2.955  -10.760  -9.938
H  -6.267  -10.329  -9.138
H  -4.969  -10.627  -7.951
H  -5.374  -11.722  -9.305
H  -4.661  -10.844  -11.832
H  -5.844  -9.715  -11.475
H  -4.532  -8.838  -13.248
H  -2.964  -9.040  -12.439
H  -5.134  -7.130  -11.564
H  -3.496  -6.850  -12.260
H  -1.585  -6.678  -10.951
H  -1.394  -7.437  -9.377
H  -1.619  -8.318  -10.931
H  -3.502  -5.977  -8.668
H  -3.785  -5.269  -10.208
H  -5.089  -6.175  -9.367
H  -2.546  -10.776  -8.928
H  -2.202  -10.213  -10.505
H  -3.096  -11.762  -10.344
H  -2.715  -8.918  -8.227
C  -20.153  -0.178  -11.181
C  -18.688  -0.475  -10.844
O  -18.339  0.298  -9.724
H  -20.827  -0.718  -10.516
H  -20.414  -0.550  -12.171
H  -20.441  0.866  -11.053
H  -17.996  -0.278  -11.663
H  -18.656  -1.543  -10.629
H  -19.055  0.224  -9.089
C  -9.366  -6.848  -7.772
O  -8.596  -7.125  -6.599
H  -10.411  -7.149  -7.699
H  -9.406  -5.811  -8.105
H  -8.942  -7.414  -8.602
H  -7.731  -7.427  -6.886
C  -18.040  -13.166  -14.855
O  -17.969  -12.394  -13.666
H  -18.006  -14.221  -14.585
H  -19.027  -12.948  -15.263
H  -17.322  -12.930  -15.640
H  -17.339  -11.683  -13.802
C  -21.533  -7.081  -13.229
O  -20.814  -6.861  -14.472
H  -21.545  -6.258  -12.514
H  -22.585  -7.284  -13.430
H  -21.141  -8.001  -12.795
H  -19.871  -7.000  -14.361
C  -9.739  -0.315  -11.205
O  -11.149  -0.309  -11.375
H  -9.250  0.094  -12.089
H  -9.498  0.305  -10.341
H  -9.389  -1.323  -10.982
H  -11.370  -1.009  -11.994
C  -11.362  -14.475  -12.620
O  -12.320  -13.689  -13.308
H  -11.668  -15.442  -12.219
H  -10.493  -14.544  -13.274
H  -11.075  -13.922  -11.725
H  -11.886  -12.838  -13.402
C  -7.801  -4.832  -19.036
O  -7.808  -4.609  -17.651
H  -6.984  -4.337  -19.562
H  -7.599  -5.885  -19.233
H  -8.756  -4.475  -19.420
H  -8.473  -5.190  -17.273

Cartesian forces, eV/Å:
0.645 -0.200 0.541
-0.490 -0.422 -0.776
-1.208 0.661 1.469
0.784 0.481 -0.670
0.286 -0.550 -0.577
-0.942 -0.273 -0.840
0.794 0.331 0.465
0.015 -1.306 -0.153
-0.662 0.322 0.768
0.526 -0.346 -0.665
-1.110 -0.956 0.514
-0.824 1.623 -1.068
0.216 -0.086 -0.305
-0.033 0.123 -0.867
1.093 0.085 1.063
0.247 0.790 -0.048
0.014 0.601 0.218
0.130 0.057 -0.240
0.515 -0.290 0.082
0.183 -0.272 -0.050
-0.075 0.629 0.306
0.204 0.085 -0.124
-0.064 -0.619 -0.061
0.021 0.028 -0.109
-0.314 0.648 0.093
-0.181 0.608 0.317
-0.224 -0.125 0.083
-0.021 -0.440 0.477
-0.067 0.029 0.245
-0.132 -0.124 -0.340
0.045 -0.214 -0.353
-0.134 -0.532 0.153
-0.007 -0.308 -0.360
0.143 0.017 0.195
0.603 -0.067 0.619
-0.229 -0.421 -0.376
-1.407 -0.066 -0.040
0.763 0.222 0.372
0.124 -0.211 0.291
-0.009 0.259 -0.172
0.380 0.162 -0.388
-0.061 0.265 0.162
0.422 -0.186 0.056
0.020 -0.024 0.096
0.194 -0.478 -0.765
-0.554 0.391 -0.102
0.122 -0.260 0.567
0.424 0.308 0.461
-0.130 -0.036 -0.191
-0.032 0.065 0.012
-1.055 0.161 0.114
0.646 0.088 -0.029
0.195 -0.017 -0.136
-0.125 -0.315 -0.388
0.318 0.037 0.325
0.036 0.070 0.126
0.515 -0.764 -0.781
-1.132 0.379 0.606
0.583 0.183 -0.121
0.069 0.062 -0.545
0.001 0.155 0.475
-0.011 -0.012 0.362
-0.348 -0.063 0.138
0.072 0.124 0.130
0.247 -0.073 -0.014
-0.092 0.089 -0.083
0.225 -0.051 -0.139
-0.117 -0.044 -0.037
0.776 1.027 0.412
-0.502 -0.639 0.083
-0.620 0.001 -0.777
0.268 -0.593 0.218
0.364 0.014 0.206
-0.303 0.205 -0.148
-0.159 -0.388 -0.251
0.646 0.353 0.537
0.001 0.547 0.508
-0.498 -0.249 -0.273
0.043 -0.304 -0.607
-0.050 0.043 0.106

***

Computed, not measured: C26H23N3O2PRhS7Sb as an isolated structure, with ωB97M-V with the def2-TZVPD basis set.

Results
orbital gap (alpha / beta) = 6.80 / 6.64 eV
electronic energy = -130589.910 eV
total charge = -2
2S+1 = 2
ΔE to the lowest compared entry with this formula, charge and spin = 15.1 kJ/mol

Atoms and positions in Å:
Rh  1.808  0.980  -1.918
S  0.152  0.687  -5.752
Sb  1.819  -0.310  -4.657
S  3.489  0.949  -3.679
S  2.299  -2.473  -4.901
S  1.068  2.956  -2.763
C  0.437  3.981  -1.567
N  0.004  4.786  -0.860
O  1.439  -3.119  -0.874
C  1.132  -2.073  -1.432
O  1.912  -1.029  -1.390
C  -0.198  -1.984  -2.138
C  -0.955  -0.826  -2.179
C  -2.181  -0.809  -2.837
C  -2.647  -1.944  -3.468
C  -1.892  -3.115  -3.428
C  -0.684  -3.138  -2.758
H  -0.612  0.077  -1.697
H  -2.746  0.114  -2.866
H  -3.588  -1.924  -4.003
H  -2.249  -4.004  -3.933
H  -0.077  -4.032  -2.716
C  3.379  -2.619  1.729
C  2.580  -1.442  2.182
C  2.295  -1.126  3.476
C  1.462  -0.009  3.698
N  1.000  0.756  2.725
C  1.317  0.445  1.457
S  0.758  1.473  0.219
N  2.083  -0.644  1.209
C  1.037  0.328  5.089
H  3.897  -3.065  2.575
H  4.100  -2.311  0.969
H  2.714  -3.357  1.277
H  2.643  -1.737  4.297
H  2.225  -0.872  0.218
H  1.883  0.284  5.777
H  0.342  -0.438  5.439
H  0.568  1.308  5.107
S  2.914  -3.654  6.137
P  1.076  -4.200  5.580
S  -0.436  -2.936  5.806
C  0.624  -5.790  6.384
C  1.585  -6.623  6.946
C  1.217  -7.844  7.498
C  -0.113  -8.242  7.490
C  -1.077  -7.411  6.933
C  -0.709  -6.190  6.386
C  1.166  -4.766  3.830
C  0.245  -4.341  2.876
C  0.324  -4.800  1.568
C  1.310  -5.709  1.205
C  2.224  -6.146  2.155
C  2.157  -5.669  3.457
H  2.617  -6.292  6.958
H  1.970  -8.486  7.939
H  -0.398  -9.195  7.921
H  -2.118  -7.710  6.928
H  -1.452  -5.523  5.968
H  -0.525  -3.633  3.164
H  -0.360  -4.426  0.818
H  1.385  -6.044  0.178
H  3.004  -6.846  1.876
H  2.887  -5.980  4.196

Cartesian forces, eV/Å:
-0.059 0.185 0.528
0.047 0.026 0.023
0.126 -0.082 -0.138
-0.449 -0.096 0.108
-0.038 -0.008 0.051
0.210 -0.091 0.047
0.009 -0.043 -0.060
-0.031 -0.024 0.055
-0.032 0.171 -0.166
-0.087 -0.331 0.215
0.004 0.284 -0.430
0.134 -0.131 -0.141
-0.176 0.107 -0.088
0.080 0.090 0.062
0.030 -0.128 -0.034
-0.073 0.034 -0.017
0.114 0.072 0.103
0.040 -0.001 0.065
-0.035 -0.011 -0.015
-0.005 -0.002 0.002
0.018 -0.009 0.011
-0.022 -0.016 -0.024
0.033 0.136 0.128
0.098 -0.199 -0.100
-0.202 0.205 0.004
0.089 -0.254 0.268
-0.084 0.086 -0.406
0.303 -0.308 0.610
-0.042 0.261 -0.622
-0.228 0.377 0.175
0.100 0.029 0.005
-0.025 -0.029 0.052
-0.040 -0.059 -0.008
0.008 0.025 -0.042
0.020 -0.045 0.026
0.144 -0.225 -0.264
0.036 0.049 -0.037
-0.047 -0.017 -0.049
0.002 0.021 0.029
-0.073 -0.134 0.060
0.144 0.198 -0.104
-0.013 -0.067 -0.007
0.009 -0.047 0.048
-0.027 0.013 0.004
-0.008 -0.009 0.003
0.040 -0.028 0.022
0.001 0.057 -0.033
-0.015 -0.076 0.025
-0.151 0.022 -0.039
-0.007 0.057 0.049
0.102 -0.072 -0.043
-0.050 0.056 -0.002
0.001 0.017 0.069
0.054 -0.046 0.005
-0.004 0.008 0.001
0.004 0.006 -0.004
0.000 0.003 0.000
0.002 -0.012 0.006
-0.008 -0.006 0.000
0.048 -0.027 0.039
-0.021 0.014 -0.019
-0.012 0.031 0.021
-0.001 0.006 0.005
0.015 -0.014 -0.029

***

Computed, not measured: C7H4F6O in the gas phase, with ωB97M-V with the def2-TZVPD basis set.

Results
orbital gap (alpha / beta) = 8.63 / 7.93 eV
electronic energy = -25670.243 eV
ΔE to the lowest compared entry with this formula, charge and spin = 372.7 kJ/mol

Atoms and positions in Å:
C  -0.592  -0.919  0.376
C  -1.706  -1.350  0.299
C  0.808  1.113  0.822
C  0.660  -0.373  0.653
C  2.142  1.577  0.158
C  2.094  0.806  -1.166
C  -2.978  -1.922  -0.072
O  -3.629  -1.155  -0.994
F  0.980  1.352  2.215
F  1.643  -1.186  1.095
F  2.159  2.931  0.122
F  3.289  1.160  0.761
F  3.269  0.510  -1.724
F  1.228  1.390  -1.998
H  -0.028  1.725  0.380
H  -3.530  -1.848  0.908
H  -2.933  -3.033  -0.263
H  -2.875  -0.777  -1.571

Cartesian forces, eV/Å:
1.823 0.463 0.711
-0.262 -0.994 -0.867
1.755 -0.041 1.397
-0.280 0.431 -0.789
-0.279 -1.074 0.111
0.244 0.944 -0.008
-0.542 -1.306 3.250
1.364 1.505 -2.746
-0.652 0.294 -0.890
-0.591 0.686 -0.115
0.217 -0.276 -0.440
-0.855 0.288 0.305
-0.966 0.248 0.019
0.367 -0.385 -0.370
0.687 -0.852 0.607
-0.144 -0.265 -0.871
0.236 1.062 -0.272
-2.126 -0.729 0.968

***

> What is the electronic energy in the third record?

-130589.910 eV

***

> Look up the ΔE to the lowest compared entry with this formula, charge and spin of the second one.

280.2 kJ/mol

***

> Which value of electronic energy does entry 2 give?

-56995.194 eV